one.
ORCA calculation (ωB97M-V/def2-TZVPD) on a 2-piece molecular cluster, C4H9NO overall.

Structure (SMILES) ... C=C=NC.CO
HOMO level ... -9.341 eV
Gap between HOMO and LUMO ... 10.15 eV
LUMO level ... 0.8 eV
Charge ... 0

Geometry (Å):
C1 0.63 2.43 -0.56
C2 0.71 1.17 -0.21
N1 0.71 0.04 0.25
C3 1.93 -0.70 0.53
H1 0.78 3.17 0.22
H2 0.39 2.75 -1.57
H3 2.82 -0.22 0.08
H4 2.05 -0.72 1.61
H5 1.84 -1.73 0.18
C4 -2.13 -1.30 -0.27
O1 -2.17 -0.15 0.53
H6 -1.91 -1.08 -1.33
H7 -3.12 -1.78 -0.22
H8 -1.38 -2.03 0.08
H9 -1.24 0.08 0.69

natural (NBO) population analysis, charges in e, atoms 1 to 5: -0.62, 0.42, -0.48, -0.42, 0.25

---

two.
ORCA calculation (ωB97M-V/def2-TZVPD) on the molecule C4H9NO.

Structure (SMILES) ... [H]/N=C/OCCC
HOMO level ... -9.902 eV
Gap between HOMO and LUMO ... 11.02 eV
LUMO level ... 1.1 eV
Charge ... 0

Geometry (Å):
H1 -0.13 0.79 2.78
N1 -0.41 0.58 1.85
C1 -0.92 -0.56 1.68
O1 -1.30 -0.87 0.44
C2 -1.03 0.25 -0.53
C3 0.19 -0.14 -1.34
C4 1.56 0.10 -0.68
H2 -1.08 -1.35 2.44
H3 -1.96 0.23 -1.08
H4 -0.90 1.27 -0.13
H5 0.07 -1.20 -1.57
H6 0.16 0.42 -2.29
H7 2.36 -0.26 -1.34
H8 1.74 1.16 -0.49
H9 1.65 -0.43 0.27

natural (NBO) population analysis, charges in e, atoms 1 to 5: 0.35, -0.75, 0.41, -0.51, -0.09

---

Most stable = two

---

one.
ORCA calculation (ωB97M-V/def2-TZVPD) on C4H9NO as an isolated structure.

HOMO level ... -9.395 eV
Gap between HOMO and LUMO ... 10.30 eV
LUMO level ... 0.9 eV
Charge ... 0

Geometry (Å):
C1 -1.09 -0.31 -0.21
C2 -0.63 1.04 0.04
O1 -0.21 1.45 1.11
C3 0.47 -0.47 -0.69
C4 1.82 -0.10 -0.05
N1 1.18 -1.35 0.20
H1 -2.57 0.69 1.28
H2 -1.84 -0.49 -1.00
H3 -1.26 -0.97 0.65
H4 -0.61 1.63 -0.90
H5 -1.99 1.04 1.59
H6 0.55 -0.53 -1.77
H7 1.90 0.60 0.78
H8 2.71 -0.11 -0.71
H9 1.56 -2.13 -0.31

natural (NBO) population analysis, charges in e, atoms 1 to 5: -0.47, 0.41, -0.62, -0.11, -0.21

---

two.
ORCA calculation (ωB97M-V/def2-TZVPD) on a 2-piece molecular cluster, C4H9NO overall.

Structure (SMILES) ... C=CN.C=CO
HOMO level ... -8.411 eV
Gap between HOMO and LUMO ... 9.21 eV
LUMO level ... 0.8 eV
Charge ... 0

Geometry (Å):
C1 0.91 0.66 0.82
C2 2.21 0.29 0.70
N1 3.01 -0.34 1.72
H1 0.16 0.19 1.45
H2 0.68 1.69 0.55
H3 2.84 0.45 -0.19
H4 2.54 -0.95 2.38
H5 3.67 -0.89 1.18
C3 -2.56 0.74 -1.69
C4 -2.03 -0.40 -1.27
O1 -2.70 -1.47 -0.76
H6 -1.96 1.52 -2.16
H7 -3.59 0.92 -1.47
H8 -0.93 -0.55 -1.23
H9 -2.26 -1.87 -0.02

natural (NBO) population analysis, charges in e, atoms 1 to 5: -0.57, 0.04, -0.79, 0.19, 0.22

---

three.
ORCA calculation (ωB97M-V/def2-TZVPD) on the molecule C4H9NO.

Structure (SMILES) ... C=NCOCC
HOMO level ... -9.526 eV
Gap between HOMO and LUMO ... 10.57 eV
LUMO level ... 1.0 eV
Charge ... 0

Geometry (Å):
C1 -0.61 -0.18 2.66
N1 -1.13 -0.55 1.57
C2 -0.13 -1.18 0.71
O1 -0.03 -0.81 -0.62
C3 -0.14 0.55 -0.98
C4 0.83 0.85 -2.11
H1 0.48 -0.07 2.78
H2 -1.21 -0.02 3.55
H3 -0.43 -2.23 0.70
H4 0.84 -1.14 1.26
H5 0.04 1.22 -0.12
H6 -1.17 0.73 -1.31
H7 1.87 0.75 -1.77
H8 0.68 0.16 -2.94
H9 0.69 1.87 -2.49

natural (NBO) population analysis, charges in e, atoms 1 to 5: -0.05, -0.41, 0.08, -0.54, -0.06

---

Most stable = three

---

one.
ORCA calculation (ωB97M-V/def2-TZVPD) on the molecule C4H9NO.

Structure (SMILES) ... CCNCC=O
HOMO level ... -8.575 eV
Gap between HOMO and LUMO ... 9.62 eV
LUMO level ... 1.0 eV
Charge ... 0

Geometry (Å):
C1 1.00 1.49 0.47
C2 0.81 0.69 -0.87
N1 0.36 -0.66 -0.65
C3 -1.07 -0.88 -0.46
C4 -1.43 -1.52 0.89
O1 -0.63 -1.36 1.79
H1 0.36 1.45 1.35
H2 1.18 2.53 0.18
H3 1.89 1.12 0.98
H4 1.84 0.73 -1.21
H5 0.21 1.16 -1.64
H6 0.84 -1.11 0.12
H7 -1.69 -0.02 -0.74
H8 -1.31 -1.59 -1.28
H9 -2.37 -2.02 1.07

natural (NBO) population analysis, charges in e, atoms 1 to 5: -0.65, -0.21, -0.63, -0.34, 0.42

---

two.
ORCA calculation (ωB97M-V/def2-TZVPD) on the molecule C4H9NO.

Structure (SMILES) ... CCC(=O)NC
HOMO level ... -9.607 eV
Gap between HOMO and LUMO ... 10.55 eV
LUMO level ... 0.9 eV
Charge ... 0

Geometry (Å):
C1 -2.04 1.15 0.34
C2 -1.06 0.54 -0.66
C3 -0.03 -0.34 0.03
O1 -0.41 -1.12 0.88
N1 1.29 -0.29 -0.36
C4 2.25 -1.19 0.27
H1 -1.54 1.86 1.00
H2 -2.84 1.69 -0.18
H3 -2.49 0.37 0.97
H4 -1.62 -0.14 -1.32
H5 -0.61 1.32 -1.28
H6 1.65 0.41 -0.99
H7 2.87 -0.65 0.99
H8 1.69 -1.96 0.79
H9 2.89 -1.67 -0.48

natural (NBO) population analysis, charges in e, atoms 1 to 5: -0.60, -0.49, 0.67, -0.64, -0.62

---

three.
ORCA calculation (ωB97M-V/def2-TZVPD) on the molecule C4H9NO.

Structure (SMILES) ... CCO/C=N/C
HOMO level ... -9.658 eV
Gap between HOMO and LUMO ... 10.79 eV
LUMO level ... 1.1 eV
Charge ... 0

Geometry (Å):
C1 2.42 0.33 0.96
C2 1.31 0.54 -0.04
O1 0.16 0.77 0.79
C3 -0.98 0.25 0.34
N1 -1.13 -0.19 -0.83
C4 -2.41 -0.79 -1.10
H1 2.39 1.10 1.73
H2 2.22 -0.63 1.44
H3 3.41 0.27 0.50
H4 1.36 1.37 -0.76
H5 1.19 -0.38 -0.62
H6 -1.73 0.22 1.14
H7 -2.25 -1.81 -1.45
H8 -2.92 -0.23 -1.89
H9 -3.05 -0.82 -0.21

natural (NBO) population analysis, charges in e, atoms 1 to 5: -0.62, -0.08, -0.50, 0.41, -0.51

---

four.
ORCA calculation (ωB97M-V/def2-TZVPD) on a 2-piece molecular cluster, C4H9NO overall.

Structure (SMILES) ... C=CC.NC=O
HOMO level ... -7.968 eV
Gap between HOMO and LUMO ... 8.92 eV
LUMO level ... 1.0 eV
Charge ... 0

Geometry (Å):
C1 0.56 1.30 1.59
C2 -0.15 0.13 1.81
C3 -0.18 -0.61 3.11
H1 0.10 2.14 0.98
H2 1.65 1.57 1.85
H3 -0.50 -0.19 0.90
H4 0.86 -0.79 3.41
H5 -0.63 0.00 3.87
H6 -0.88 -1.49 2.91
N1 -0.17 0.41 -3.16
C4 0.27 -0.36 -2.02
O1 -0.38 -0.93 -1.17
H7 -1.08 0.74 -3.30
H8 0.34 0.39 -4.02
H9 1.37 -0.53 -2.10

natural (NBO) population analysis, charges in e, atoms 1 to 5: -0.44, -0.17, -0.67, 0.19, 0.19

---

Most stable = two

---

one.
ORCA calculation (ωB97M-V/def2-TZVPD) on a 2-piece molecular cluster, C4H9NO overall.

Structure (SMILES) ... C=CC.NC=O
HOMO level ... -9.550 eV
Gap between HOMO and LUMO ... 10.39 eV
LUMO level ... 0.8 eV
Charge ... 0

Geometry (Å):
C1 0.59 -0.26 1.95
C2 1.28 0.39 1.00
C3 1.95 1.65 1.27
H1 0.10 -1.06 1.70
H2 0.74 0.08 2.91
H3 1.35 0.08 0.02
H4 2.95 1.80 0.72
H5 1.35 2.47 0.98
H6 2.21 1.87 2.34
N1 -2.01 -1.19 -2.86
C4 -2.09 -1.12 -1.49
O1 -2.96 -1.76 -0.86
H7 -2.74 -1.79 -3.28
H8 -1.18 -0.91 -3.44
H9 -1.56 -0.26 -0.96

natural (NBO) population analysis, charges in e, atoms 1 to 5: -0.38, -0.17, -0.65, 0.19, 0.19

---

two.
ORCA calculation (ωB97M-V/def2-TZVPD) on a 2-piece molecular cluster, C4H9NO overall.

Structure (SMILES) ... C=CN.CC=O
HOMO level ... -8.377 eV
Gap between HOMO and LUMO ... 8.82 eV
LUMO level ... 0.4 eV
Charge ... 0

Geometry (Å):
C1 1.52 -0.70 1.52
C2 1.51 0.61 1.19
N1 0.32 1.36 1.02
H1 0.70 -1.42 1.40
H2 2.52 -1.22 1.42
H3 2.54 1.08 1.14
H4 -0.25 1.17 0.27
H5 0.43 2.37 0.95
C3 -0.47 -1.16 -1.88
C4 -1.37 -0.61 -0.84
O1 -1.59 0.61 -0.65
H6 0.54 -1.64 -1.66
H7 -0.96 -1.90 -2.49
H8 -0.21 -0.24 -2.53
H9 -2.01 -1.43 -0.38

natural (NBO) population analysis, charges in e, atoms 1 to 5: -0.51, 0.01, -0.84, 0.19, 0.19

---

Most stable = one

---

one.
ORCA calculation (ωB97M-V/def2-TZVPD) on the molecule C4H9NO.

Structure (SMILES) ... CN(C)CC=O
HOMO level ... -7.979 eV
Gap between HOMO and LUMO ... 8.42 eV
LUMO level ... 0.4 eV
Charge ... 0

Geometry (Å):
C1 -1.25 -0.53 0.42
N1 -0.15 0.22 -0.17
C2 -0.67 1.55 -0.56
C3 1.30 -0.65 -0.64
C4 1.65 -0.88 0.79
O1 1.65 0.05 1.55
H1 -2.01 -0.79 -0.33
H2 -1.78 0.04 1.21
H3 -0.87 -1.44 0.89
H4 -1.17 2.04 0.31
H5 0.11 2.24 -0.87
H6 -1.46 1.50 -1.33
H7 1.90 0.11 -1.15
H8 1.48 -1.61 -1.24
H9 1.68 -1.93 1.16

natural (NBO) population analysis, charges in e, atoms 1 to 5: -0.41, -0.45, -0.40, -0.31, 0.39

---

two.
ORCA calculation (ωB97M-V/def2-TZVPD) on the molecule C4H9NO.

Structure (SMILES) ... CN1CC(O)C1
HOMO level ... -8.525 eV
Gap between HOMO and LUMO ... 9.59 eV
LUMO level ... 1.1 eV
Charge ... 0

Geometry (Å):
C1 -1.96 -0.06 0.20
N1 -0.55 0.03 0.49
C2 0.35 -1.04 0.05
C3 1.36 0.01 -0.45
O1 2.57 0.12 0.26
C4 0.27 1.06 -0.17
H1 -2.51 -0.49 1.05
H2 -2.37 0.94 0.02
H3 -2.18 -0.68 -0.68
H4 -0.07 -1.68 -0.76
H5 0.70 -1.70 0.85
H6 1.64 -0.08 -1.50
H7 2.35 0.19 1.20
H8 0.57 1.87 0.51
H9 -0.18 1.51 -1.07

natural (NBO) population analysis, charges in e, atoms 1 to 5: -0.41, -0.44, -0.24, 0.08, -0.70

---

three.
ORCA calculation (ωB97M-V/def2-TZVPD) on the molecule C4H9NO.

Structure (SMILES) ... CC(C)NC=O
HOMO level ... -9.600 eV
Gap between HOMO and LUMO ... 10.47 eV
LUMO level ... 0.9 eV
Charge ... 0

Geometry (Å):
C1 1.25 1.11 -0.36
C2 0.44 0.05 0.36
C3 0.54 -1.24 -0.34
N1 -0.96 0.64 0.44
C4 -2.08 -0.17 0.32
O1 -2.10 -1.36 0.03
H1 0.61 1.62 -1.18
H2 1.96 0.59 -1.14
H3 1.44 2.05 0.29
H4 0.95 0.13 1.41
H5 -0.34 -1.92 -0.36
H6 1.04 -1.20 -1.26
H7 1.27 -1.90 0.16
H8 -0.95 1.23 1.21
H9 -3.07 0.37 0.42

natural (NBO) population analysis, charges in e, atoms 1 to 5: -0.64, -0.07, -0.68, -0.63, 0.54

---

four.
ORCA calculation (ωB97M-V/def2-TZVPD) on the molecule C4H9NO.

Structure (SMILES) ... CC1(ON)CC1
HOMO level ... -9.284 eV
Gap between HOMO and LUMO ... 10.16 eV
LUMO level ... 0.9 eV
Charge ... 0

Geometry (Å):
C1 -0.77 -0.59 1.08
C2 0.27 -0.01 0.06
O1 -0.34 0.38 -1.54
N1 -1.71 0.34 -1.83
C3 1.34 0.85 0.46
C4 1.70 -0.36 -0.18
H1 -0.29 -1.17 1.91
H2 -1.33 -1.36 0.61
H3 -1.42 0.27 1.40
H4 -2.14 1.01 -1.17
H5 -2.13 -0.52 -1.41
H6 1.24 0.90 1.61
H7 1.45 1.78 -0.08
H8 1.94 -0.24 -1.20
H9 2.18 -1.30 0.27

natural (NBO) population analysis, charges in e, atoms 1 to 5: -0.66, 0.27, -0.45, -0.46, -0.46

---

Most stable = two

---

one.
ORCA calculation (ωB97M-V/def2-TZVPD) on the molecule C4H9NO.

Structure (SMILES) ... CCCNC=O
HOMO level ... -9.826 eV
Gap between HOMO and LUMO ... 10.71 eV
LUMO level ... 0.9 eV
Charge ... 0

Geometry (Å):
C1 1.25 -1.03 0.17
C2 1.28 0.51 0.05
C3 -0.09 1.10 -0.25
N1 -1.22 0.42 0.39
C4 -1.99 -0.52 -0.18
O1 -1.81 -1.02 -1.27
H1 2.24 -1.44 0.27
H2 0.79 -1.44 -0.72
H3 0.63 -1.33 1.02
H4 1.95 0.70 -0.80
H5 1.78 0.97 0.91
H6 -0.27 1.00 -1.32
H7 -0.19 2.15 0.00
H8 -1.53 0.76 1.29
H9 -2.83 -0.82 0.45

natural (NBO) population analysis, charges in e, atoms 1 to 5: -0.61, -0.41, -0.23, -0.61, 0.53

---

two.
ORCA calculation (ωB97M-V/def2-TZVPD) on the molecule C4H9NO.

Structure (SMILES) ... CCNC(C)=O
HOMO level ... -9.505 eV
Gap between HOMO and LUMO ... 10.36 eV
LUMO level ... 0.9 eV
Charge ... 0

Geometry (Å):
C1 -2.32 -0.91 -0.54
C2 -1.12 -0.79 0.55
N1 -0.32 0.37 0.18
C3 0.95 0.59 -0.10
C4 1.94 -0.41 0.56
O1 1.28 1.54 -0.81
H1 -2.84 -1.84 -0.57
H2 -2.22 -0.41 -1.55
H3 -3.24 -0.35 -0.29
H4 -1.54 -0.74 1.53
H5 -0.54 -1.71 0.56
H6 -0.85 1.18 0.38
H7 2.96 -0.07 0.52
H8 1.69 -0.44 1.67
H9 1.81 -1.47 0.15

natural (NBO) population analysis, charges in e, atoms 1 to 5: -0.66, -0.21, -0.63, 0.68, -0.72

---

Most stable = one